Formula: C54H76N12O6S2
Source: the OMol25 dataset
Level of theory: ωB97M-V/def2-TZVPD

```
150
Properties=species:S:1:pos:R:3:forces:R:3
N -28.8367 12.7316 4.3519 -0.672 -1.134 0.069
C -28.6994 11.3891 4.1317 0.614 -0.431 0.150
C -29.9180 10.8931 3.7016 1.526 -1.645 -0.269
C -30.8366 11.9353 3.6537 -0.862 1.118 0.032
C -30.1419 13.0381 4.0822 0.289 1.029 0.514
H -28.2001 13.3504 4.8488 0.033 -0.186 -0.337
H -27.7489 10.8625 4.2723 -0.535 0.354 -0.085
H -30.0076 9.8562 3.3710 -0.302 0.325 0.214
H -31.8908 11.9209 3.3552 0.647 -0.049 0.196
H -30.3967 14.0362 4.3564 -0.731 0.439 -0.299
N -21.8765 13.6626 3.1899 0.466 0.353 -0.369
C -22.1527 14.6740 2.3369 -0.770 1.496 -0.429
C -23.1092 14.2676 1.4573 -0.039 -0.742 -0.803
C -23.3807 12.8712 1.7449 -0.234 0.661 -0.829
C -22.5507 12.5449 2.7880 -1.040 -0.552 0.609
H -21.2270 13.7722 3.9374 0.213 -0.402 0.338
H -21.8193 15.7109 2.3704 0.472 -0.604 0.501
H -23.4148 14.8964 0.6127 -0.204 -0.506 0.480
H -24.1241 12.2469 1.2130 0.773 0.318 0.578
H -22.5560 11.6513 3.3923 0.285 -0.013 -0.209
N -25.6767 4.6035 2.5315 0.979 -0.060 1.400
C -25.7597 3.2851 2.9192 -0.521 -0.140 -1.520
C -26.4933 2.6629 1.9293 -1.187 -0.192 -0.329
C -26.9160 3.6654 0.9773 0.099 -1.405 0.809
C -26.3439 4.8375 1.3901 -0.380 -0.340 -0.642
H -25.0546 5.2621 2.9863 -0.188 0.127 -0.104
H -25.2343 2.8463 3.7409 0.157 0.293 0.363
H -26.8583 1.6299 1.8396 0.529 0.518 0.434
H -27.6214 3.4201 0.1931 0.359 0.481 -0.212
H -26.2571 5.7449 0.8517 -0.108 0.848 0.046
N -25.6780 14.7578 3.7289 1.222 -1.763 0.332
C -25.4478 14.0897 4.9170 -0.056 1.540 -0.664
C -26.2695 14.5787 5.8768 -0.545 -0.490 -0.641
C -27.1576 15.4639 5.1922 -1.057 0.452 1.608
C -26.7405 15.5764 3.9063 -1.173 0.312 -2.367
H -25.1132 14.5008 2.9061 -0.734 0.620 0.329
H -24.6425 13.4569 5.0746 1.405 -1.105 -0.196
H -26.2024 14.1766 6.8679 -0.480 0.370 0.438
H -28.0737 15.8878 5.6140 0.557 0.119 -0.240
H -27.2735 15.9899 3.0029 0.845 -0.178 1.360
N -29.0017 8.3949 6.4349 0.415 0.207 -0.092
C -28.2862 9.3943 7.0968 -4.291 1.821 -0.464
C -27.1140 8.9147 7.4396 2.988 0.230 1.007
C -26.9848 7.6087 6.9056 -0.130 -0.532 -0.136
C -28.1846 7.2800 6.3158 0.056 0.987 -0.505
H -29.8302 8.5550 5.8668 0.323 -0.146 0.429
H -28.7836 10.3845 7.3555 0.790 -1.602 -0.524
H -26.3930 9.5113 8.0193 -0.242 -0.659 -0.396
H -26.0707 7.0485 6.8869 -0.018 -0.365 0.251
H -28.4965 6.4529 5.6835 0.116 0.107 0.337
N -19.9210 7.2583 4.8697 -0.345 -0.563 -0.230
C -19.9623 8.1273 5.8894 0.765 1.234 -0.028
C -19.4148 9.3294 5.5049 -0.250 -0.623 -0.688
C -19.0729 9.1731 4.1521 -0.056 -1.751 -1.453
C -19.4011 7.8450 3.7664 0.642 2.431 0.766
H -20.4094 6.3862 4.9430 0.096 -0.432 -0.327
H -20.1957 7.8026 6.8442 -0.787 -0.500 1.549
H -19.2599 10.2013 6.0870 0.026 0.438 0.523
H -18.6001 9.8544 3.4592 -0.021 0.161 0.255
H -19.1616 7.3509 2.8565 -0.245 -0.401 -0.424
N -24.0371 4.3910 5.8996 -1.003 1.065 1.002
C -22.9007 3.7865 5.4802 -1.036 -1.957 1.814
C -22.3596 4.5062 4.5046 1.510 0.059 -1.395
C -23.1602 5.6591 4.3472 1.216 2.158 -0.841
C -24.1926 5.6228 5.2730 2.113 -1.757 -1.313
H -24.4815 4.1626 6.7790 -0.126 -0.065 -0.356
H -22.6821 2.8285 5.9459 0.351 0.250 -0.349
H -21.5226 4.1414 3.9002 -0.390 0.593 0.285
H -22.7896 6.5075 3.6763 -1.319 -1.316 0.941
H -25.0855 6.1539 5.2360 -1.215 0.966 0.537
N -24.3596 7.7916 -1.9584 2.588 0.416 0.845
C -24.3642 6.4638 -1.5334 0.793 0.847 0.262
C -25.6233 5.9570 -1.6441 0.735 1.164 -0.076
C -26.3471 7.0527 -2.1600 -4.079 -0.624 -0.383
C -25.5898 8.1633 -2.3314 0.073 -1.899 0.182
H -23.6078 8.5115 -1.8704 -0.548 -1.592 -0.123
H -23.5316 5.9449 -1.1065 0.600 0.310 -0.070
H -25.8829 4.9769 -1.2824 -0.382 0.037 -0.381
H -27.4342 7.0341 -2.3376 0.638 -0.003 -0.103
H -25.7730 9.0757 -2.7935 -0.417 1.445 -0.406
N -23.1031 3.5848 1.2224 -0.440 -1.473 0.268
C -22.4350 4.7290 1.1790 2.403 0.468 0.585
C -21.0915 4.4407 1.4648 -0.026 2.300 -0.157
C -20.9735 3.0803 1.6880 -1.442 -2.168 -0.086
C -22.2631 2.5451 1.5484 0.091 0.175 0.024
H -24.1034 3.5125 1.1619 -0.160 -0.156 -0.094
H -22.8704 5.6957 1.1343 -0.539 0.470 -0.292
H -20.3523 5.2457 1.6420 -0.391 -0.786 -0.370
H -20.1622 2.4033 1.9116 0.336 0.537 0.057
H -22.6665 1.5355 1.7099 0.389 0.667 -0.286
N -23.7627 10.9244 -3.6447 0.526 -0.476 -0.873
C -24.8778 11.5445 -4.2183 0.497 1.209 2.345
C -25.1094 12.6433 -3.3901 -0.137 -0.461 -0.091
C -24.1325 12.7049 -2.3521 -0.169 -1.172 -1.624
C -23.2895 11.6332 -2.5699 -0.584 0.776 0.253
H -23.1451 10.2464 -4.0956 -0.653 0.175 0.156
H -25.5674 11.1562 -4.9463 0.520 -0.357 -0.291
H -25.9770 13.2841 -3.3853 -0.014 0.052 -0.435
H -24.1270 13.4551 -1.6109 0.333 0.427 0.762
H -22.3897 11.3707 -2.0299 -0.228 -0.170 -0.411
N -29.6992 5.1198 2.7653 1.038 -1.188 0.652
C -29.8680 6.3244 2.2057 0.530 0.898 -1.145
C -30.9383 6.9239 2.7589 -0.851 0.303 1.290
C -31.3739 6.0778 3.8075 -1.137 -0.650 0.463
C -30.6012 4.9524 3.8034 0.535 0.220 -1.583
H -28.9561 4.4696 2.5105 -0.281 0.344 0.170
H -29.2211 6.8004 1.4900 0.275 -0.575 -0.288
H -31.3895 7.8478 2.4839 -0.016 0.522 -0.144
H -32.2766 6.1103 4.4040 0.111 0.462 -0.036
H -30.7464 3.9713 4.1875 -0.003 -0.286 0.650
N -28.5791 11.7683 0.8997 -0.644 -0.325 1.581
C -28.3159 11.2626 -0.3115 0.204 -0.862 -2.139
C -27.3223 11.9683 -0.9442 0.406 1.102 0.956
C -26.9247 12.9886 -0.0136 -1.137 -0.284 0.431
C -27.7477 12.8305 1.1248 1.133 0.300 -1.218
H -29.1993 11.3205 1.6308 1.087 1.009 -1.251
H -28.8454 10.4532 -0.7731 -0.374 -0.344 0.351
H -26.8752 11.9105 -1.9332 -0.498 -0.532 0.338
H -26.2303 13.7863 -0.2934 -0.260 -0.296 0.643
H -27.8177 13.3774 2.0388 0.082 0.194 0.268
O -21.4044 8.1641 -2.7508 -0.525 -0.270 -1.105
S -20.1984 8.1615 -1.9897 -0.822 1.069 0.572
O -19.1086 8.9703 -2.4685 -0.104 -1.070 0.157
O -20.6829 8.6548 -0.5522 0.437 0.248 -0.159
C -20.5548 10.0979 -0.1761 1.524 -1.334 -0.506
C -19.0677 10.4154 -0.1404 -0.148 0.658 -0.616
C -19.7859 6.4747 -1.6141 0.467 0.141 3.119
H -20.9534 10.0594 0.7998 -0.627 0.180 1.038
H -21.1547 10.7434 -0.8012 -0.018 -0.137 -0.240
H -18.6545 10.6656 -1.1305 -0.180 -0.125 0.660
H -18.5407 9.5835 0.2812 0.291 -0.736 -0.035
H -18.8454 11.1989 0.5520 -0.168 0.925 0.367
H -20.7034 5.8720 -1.4795 0.432 0.494 -0.296
H -19.2371 6.4691 -0.5847 -0.939 0.131 -1.837
H -19.1065 6.0652 -2.3213 0.321 -0.168 -0.872
O -23.5292 9.0314 1.2802 -0.315 -0.164 0.341
S -24.7510 8.8000 2.0107 0.857 -2.368 -0.514
O -24.8917 7.5382 2.7458 -0.025 0.959 -1.010
O -24.9362 9.9211 3.0162 -0.527 2.032 1.130
C -24.9165 9.6785 4.4597 0.655 -0.656 -0.481
C -23.4667 9.6853 4.9452 -1.365 -0.156 1.368
C -26.0509 9.0204 0.8606 0.647 -1.023 0.522
H -25.3945 8.7069 4.5854 0.210 0.036 0.292
H -25.5617 10.4146 4.8704 -0.368 0.817 0.371
H -23.0291 10.6491 5.2193 -0.145 0.024 -0.722
H -22.9406 9.1156 4.2133 1.020 -0.196 -0.259
H -23.4574 9.1536 5.9057 0.108 -0.256 -0.249
H -25.8439 9.9561 0.3799 -0.493 0.655 -0.189
H -27.0230 8.8461 1.3215 0.085 0.375 -0.130
H -25.7911 8.2240 0.1667 -0.384 -0.111 -0.325
```
Forces are in eV/Å.

Output
electronic energy	-109061.92042	eV
LUMO level	0.4	eV
2S+1	1
net charge	0

Here are the Mulliken charges for atoms 1 to 99, given in e:
1. N 0.333
2. C -0.600
3. C -1.168
4. C -0.588
5. C -0.574
6. H 0.166
7. H 0.397
8. H 0.940
9. H 0.455
10. H 0.518
11. N 0.212
12. C -0.656
13. C -1.066
14. C 1.084
15. C -1.389
16. H 0.181
17. H 0.377
18. H 0.397
19. H 0.365
20. H 0.455
21. N 1.058
22. C -0.868
23. C -0.613
24. C -0.284
25. C -0.739
26. H -0.406
27. H 0.387
28. H 0.410
29. H 0.436
30. H 0.248
31. N 0.328
32. C -0.354
33. C -0.603
34. C -0.761
35. C -0.450
36. H 0.121
37. H 0.539
38. H 0.416
39. H 0.403
40. H 0.393
41. N 0.030
42. C -0.505
43. C -0.682
44. C 0.016
45. C -0.773
46. H 0.347
47. H 0.309
48. H 0.430
49. H 0.585
50. H 0.369
51. N 0.041
52. C -0.675
53. C -0.824
54. C -0.254
55. C -0.525
56. H 0.274
57. H 0.507
58. H 0.476
59. H 0.495
60. H 0.485
61. N 0.176
62. C -1.337
63. C -0.573
64. C 0.864
65. C -1.791
66. H 0.264
67. H 0.443
68. H 0.555
69. H 0.267
70. H 1.146
71. N 0.582
72. C -0.496
73. C -0.749
74. C -0.960
75. C -0.540
76. H 0.051
77. H 0.436
78. H 0.924
79. H 0.370
80. H 0.315
81. N 0.277
82. C -0.580
83. C -0.698
84. C -0.797
85. C -0.530
86. H 0.156
87. H 1.028
88. H 0.275
89. H 0.468
90. H 0.425
91. N 0.047
92. C -0.661
93. C -0.655
94. C 0.236
95. C -1.025
96. H 0.302
97. H 0.397
98. H 0.548
99. H 0.649